Entry 1:
Here is a molecular structure, C34H46IrN5O4PS2 at a distorted geometry from OMol25. Energies are from the ωB97M-V functional and the def2-TZVPD basis.

Values from the calculation:
E in a.u.: -3139.731153
Energy above the lowest of the compared OMol25 structures with the same formula, charge and spin in kJ/mol: 133.2
Spin multiplicity: 6
HOMO level (alpha / beta) in eV: -4.05 / -6.96
<S²>: 8.83

Element x y z (Å)
Ir  1.7685  -0.6998  2.3646
C  5.1036  0.2852  4.8871
C  4.0454  -0.4582  4.1334
O  2.9281  0.1448  3.7430
C  4.2833  -1.8301  4.0142
C  3.6665  -2.7727  3.0686
C  4.2811  -4.1376  2.9160
N  2.5671  -2.4207  2.4201
N  1.8995  -3.3758  1.7474
C  0.9201  -2.8167  0.9923
O  0.6477  -1.5181  0.9783
C  0.0037  -3.7143  0.3051
C  0.3217  -5.1057  0.3131
C  -0.5033  -6.0513  -0.2820
C  -1.6553  -5.6414  -1.0281
C  -1.8701  -4.2340  -1.0936
C  -1.0482  -3.3025  -0.4779
H  5.8810  0.6298  4.1444
H  5.4993  -0.4412  5.5839
H  4.6889  1.1836  5.3811
H  5.0974  -2.1615  4.7202
H  4.2752  -4.4296  1.8469
H  3.7344  -4.8799  3.4833
H  5.3568  -4.0527  3.2245
H  1.1643  -5.4751  0.8880
H  -0.2696  -7.0964  -0.2186
H  -2.3063  -6.3522  -1.5451
H  -2.6874  -3.7893  -1.5708
H  -1.3101  -2.2174  -0.4776
C  4.9281  0.2370  -0.9226
N  3.6554  0.9063  -0.5375
C  2.5157  0.6972  -1.5167
C  3.6217  1.8545  0.4225
C  4.6928  2.7684  0.5725
C  4.5554  3.9541  1.3617
C  3.3712  4.1694  2.0191
C  2.3184  3.3090  1.8876
C  2.3992  2.1099  1.1163
N  1.4260  1.1353  1.4039
C  0.0824  1.3886  1.2772
C  -0.4096  2.0294  0.1328
C  -1.7576  2.2980  0.0283
C  -2.5671  2.0666  1.1556
C  -2.1956  1.1893  2.2119
C  -0.8212  0.9194  2.3031
N  -0.3397  0.0676  3.4126
C  0.0475  0.9242  4.5694
C  -1.1465  -1.1452  3.7050
H  5.2641  0.4597  -1.9665
H  4.8368  -0.8534  -0.7859
H  5.8237  0.5331  -0.2514
H  2.8305  -0.1326  -2.1276
H  2.3496  1.6212  -2.1871
H  1.5767  0.5200  -0.9786
H  5.6479  2.4618  0.1510
H  5.3995  4.6287  1.5286
H  3.2719  5.0389  2.6884
H  1.4200  3.4586  2.4409
H  0.2990  2.3191  -0.6110
H  -2.2200  2.7751  -0.8164
H  -3.5943  2.4781  1.2478
H  -2.9269  0.8516  2.8917
H  -0.8383  1.2679  4.9997
H  0.6217  1.7874  4.1876
H  0.6675  0.3674  5.2442
H  -2.1471  -0.8647  4.0210
H  -0.6590  -1.6134  4.5283
H  -1.2449  -1.7459  2.7663
C  -2.3319  1.6091  -5.6514
C  -2.6827  0.1426  -5.9509
C  -1.5901  -0.7946  -5.5123
O  -3.9323  -0.2603  -5.2956
P  -4.6818  0.2025  -3.9128
S  -6.1135  -1.1420  -3.5893
S  -3.2227  0.4207  -2.5290
O  -5.3159  1.5857  -4.4409
C  -6.1313  2.4824  -3.6580
C  -5.2641  3.2125  -2.6422
C  -7.4033  1.8412  -3.0079
H  -1.3463  2.0389  -6.0635
H  -2.1875  1.6591  -4.5301
H  -3.1957  2.1706  -5.8534
H  -2.9001  -0.0092  -7.0245
H  -1.3891  -0.7076  -4.4404
H  -0.7196  -0.5138  -6.2031
H  -1.9705  -1.7953  -5.8719
H  -6.5099  3.2098  -4.3939
H  -4.8309  2.4369  -1.9306
H  -5.8276  3.9474  -1.9709
H  -4.4462  3.7203  -3.0455
H  -7.1619  1.1798  -2.1526
H  -7.9767  1.2605  -3.7452
H  -8.1061  2.5956  -2.6194

Atoms 1-6, force components in eV/Å:
Ir -1.13 1.78 0.11
C -0.35 1.20 -0.96
C -0.88 -0.95 0.44
O 1.49 0.43 0.41
C -0.41 -1.06 -1.15
C 4.00 0.56 3.75

Per-atom Löwdin charges, elementary charge units: 1.531, -0.052, -0.472, -0.278, -0.022, -0.348, -0.069, -0.246, 0.097, -0.425, -0.246, -0.177, -0.038, -0.089, -0.064, -0.089, -0.054, 0.098, 0.061, 0.083, 0.114, 0.075, 0.066, 0.084, 0.098, 0.086, 0.093, 0.074, 0.120, -0.064, -0.173, -0.013, -0.224, 0.003, -0.073, -0.122, -0.016, -0.194, -0.049, -0.250, -0.011, -0.106, -0.066, 0.003, -0.167, -0.263, -0.043, -0.042, 0.091, 0.083, 0.101, 0.073, 0.111, 0.052, 0.090, 0.105, 0.112, 0.103, 0.103, 0.079, 0.111, 0.094, 0.068, 0.093, 0.080, 0.074, 0.081, 0.106, -0.071, -0.461, -0.072, -0.343, -0.102, 0.424, 0.448, -0.298, -0.439, -0.085, -0.096, 0.116, 0.036, 0.046, 0.145, 0.049, 0.108, 0.102, 0.141, 0.034, 0.110, 0.050, 0.059, 0.066, 0.081

---

Entry 2:
Here is 10 unconnected molecules or ions with the total composition C34H47Cl6F21O14 at a distorted geometry from OMol25. Energies are from the ωB97M-V functional and the def2-TZVPD basis.

Values from the calculation:
E in a.u.: -7235.423468
Energy above the lowest of the compared OMol25 structures with the same formula, charge and spin in kJ/mol: 352.9
HOMO level in eV: -11.04
Structure (SMILES): CCOC(=O)C(F)(F)F.CCOC(=O)C(F)(F)F.CCOC(=O)C(F)(F)F.CCOC(=O)C(F)(F)F.CCOC(=O)C(F)(F)F.CCOC(=O)C(F)(F)F.CCOC(=O)C(F)(F)F.ClCCCl.ClCCCl.ClCCCl

Element x y z (Å)
C  11.5126  -10.7829  0.5570
C  12.7584  -11.7477  0.6389
O  12.2601  -13.0036  0.7477
C  12.3337  -13.8949  -0.2689
O  12.8711  -13.6568  -1.3633
C  11.6204  -15.2096  0.0628
F  10.7188  -15.4949  -0.8415
F  12.4710  -16.1676  0.2042
F  10.9219  -15.0537  1.1704
H  11.8028  -9.7350  0.4812
H  10.8078  -10.9924  1.3617
H  10.9090  -11.1475  -0.2742
H  13.4332  -11.5068  1.4603
H  13.2999  -11.4954  -0.2728
C  18.8111  -13.7418  -2.6644
C  20.2508  -13.3045  -2.9564
O  20.7835  -13.0176  -1.6289
C  21.4726  -11.9409  -1.3160
O  21.7705  -11.0597  -2.0972
C  21.8736  -11.7790  0.2101
F  21.4030  -10.6477  0.7540
F  21.3967  -12.8254  0.9335
F  23.2101  -11.9062  0.1954
H  18.2431  -12.8121  -2.6979
H  18.6611  -14.1702  -1.6734
H  18.4156  -14.4701  -3.3724
H  20.3465  -12.4918  -3.6765
H  20.9303  -14.0984  -3.2668
C  18.1374  -9.9243  -4.6002
C  19.0372  -9.2176  -3.6333
O  19.6132  -8.0691  -4.1934
C  20.6271  -8.1180  -5.1438
O  21.1647  -9.1642  -5.5778
C  21.2417  -6.6655  -5.4437
F  22.5475  -6.7810  -5.8331
F  20.4217  -6.1254  -6.4556
F  21.2195  -5.8244  -4.4604
H  17.5014  -10.5294  -3.9540
H  18.5855  -10.4820  -5.4225
H  17.5794  -9.1923  -5.1840
H  19.8018  -9.9045  -3.2702
H  18.5071  -8.7469  -2.8053
C  10.5270  -15.2148  -4.1939
C  9.9795  -13.7770  -3.8574
O  8.8718  -13.4687  -4.6837
C  8.9604  -13.0931  -5.9492
O  10.0429  -12.7203  -6.4985
C  7.6312  -12.9088  -6.6194
F  6.5802  -13.2325  -5.7896
F  7.4942  -11.6202  -6.9855
F  7.5403  -13.6867  -7.6756
H  11.3160  -15.1507  -4.9433
H  9.8121  -15.9723  -4.5149
H  10.9753  -15.7618  -3.3645
H  10.8028  -13.0686  -3.9482
H  9.6375  -13.8178  -2.8233
C  13.9882  -14.2856  -8.4913
C  14.0548  -14.4904  -10.0277
O  12.7423  -14.6599  -10.5821
C  12.6605  -14.5824  -11.9305
O  13.5962  -14.2721  -12.6820
C  11.2890  -14.8035  -12.4991
F  11.0575  -14.0242  -13.5453
F  11.2161  -16.0948  -12.8772
F  10.3954  -14.5010  -11.5758
H  14.3269  -15.2342  -8.0746
H  12.9634  -13.9742  -8.2887
H  14.7746  -13.6224  -8.1312
H  14.6187  -15.4036  -10.2175
H  14.5135  -13.6614  -10.5667
C  18.7988  -17.6074  -4.6900
C  17.5077  -17.3180  -5.4257
O  16.7237  -16.8317  -4.3501
C  15.3970  -17.0852  -4.4021
O  14.8399  -17.7066  -5.2432
C  14.5686  -16.5740  -3.1734
F  13.6771  -15.6939  -3.6164
F  13.8673  -17.5641  -2.5957
F  15.2577  -16.0208  -2.2488
H  19.2030  -16.6385  -4.3967
H  19.5363  -18.0975  -5.3256
H  18.6869  -18.2653  -3.8282
H  17.1641  -18.2612  -5.8503
H  17.5059  -16.6558  -6.2915
C  12.7410  -7.7639  -1.6471
C  13.8435  -6.7859  -1.2782
O  13.1695  -5.6151  -0.7163
C  13.7197  -4.4992  -0.4108
O  14.8957  -4.2249  -0.5994
C  12.8187  -3.5764  0.3609
F  13.2310  -3.4322  1.5670
F  12.9123  -2.2850  -0.0896
F  11.5266  -4.0433  0.3742
H  12.3990  -7.7952  -2.6816
H  11.8562  -7.8337  -1.0144
H  13.1011  -8.7921  -1.6822
H  14.5245  -6.6061  -2.1100
H  14.4679  -7.0356  -0.4204
Cl  10.2419  -10.1293  -3.1796
C  9.6712  -9.0185  -4.4765
C  10.8639  -8.6927  -5.2235
Cl  10.4588  -7.4791  -6.4543
H  9.3182  -8.1167  -3.9762
H  8.8835  -9.3767  -5.1393
H  11.3348  -9.5383  -5.7248
H  11.6808  -8.3211  -4.6050
Cl  16.7220  -7.7322  -7.5238
C  15.0808  -8.3948  -7.3446
C  14.9512  -9.6695  -8.2157
Cl  13.2730  -10.2131  -8.0131
H  14.3715  -7.6139  -7.6189
H  14.7413  -8.4545  -6.3105
H  15.6307  -10.4458  -7.8639
H  15.0744  -9.5272  -9.2894
Cl  14.4014  -10.4600  -3.5656
C  13.7057  -11.8861  -4.3508
C  14.6821  -12.6545  -5.3121
Cl  16.3991  -12.8036  -4.8381
H  12.7124  -11.6904  -4.7546
H  13.5330  -12.5427  -3.4980
H  14.7965  -12.2849  -6.3311
H  14.3231  -13.6750  -5.4460

Atoms 1-6, force components in eV/Å:
C 0.34 -1.43 0.44
C -0.38 4.26 -0.84
O -0.51 -3.89 -0.46
C 1.81 2.74 -2.46
O -1.55 -1.03 2.89
C -0.77 1.85 0.67

These are the Löwdin partial charges, in e, on atoms 1 to 99: -0.030, -0.230, 0.025, -0.277, 0.113, -0.638, 0.194, 0.233, 0.185, 0.064, 0.077, 0.054, 0.132, 0.110, -0.068, -0.146, 0.012, -0.370, 0.128, -0.499, 0.174, 0.134, 0.162, 0.043, 0.089, 0.045, 0.119, 0.125, -0.103, -0.226, -0.010, -0.249, 0.112, -0.478, 0.139, 0.088, 0.204, 0.014, 0.079, 0.046, 0.106, 0.135, -0.040, -0.177, 0.027, -0.326, 0.092, -0.533, 0.133, 0.165, 0.198, 0.066, 0.083, 0.052, 0.084, 0.118, -0.041, -0.188, 0.022, -0.337, 0.131, -0.582, 0.188, 0.168, 0.186, 0.071, 0.086, 0.057, 0.127, 0.121, -0.056, -0.215, 0.002, -0.359, 0.178, -0.593, 0.153, 0.163, 0.221, 0.065, 0.082, 0.091, 0.122, 0.134, -0.078, -0.126, 0.038, -0.425, 0.149, -0.538, 0.217, 0.137, 0.138, 0.043, 0.078, 0.024, 0.131, 0.133, 0.610

---

Entry 3:
Here is a single C34H47ClO4 molecule at a distorted geometry from OMol25. Energies are from the ωB97M-V functional and the def2-TZVPD basis.

Values from the calculation:
E in a.u.: -2084.757136
HOMO level in eV: -8.94
Structure (SMILES): CCCCCCCCCCCCCc1c(CCC)ccc2c1C(=O)c1c(cc(Cl)c(O)c1OCCCC)C2=O

Element x y z (Å)
C  -1.3912  0.3095  -8.3750
C  -1.1319  0.1152  -6.8296
C  -0.0759  1.1389  -6.2197
C  1.2233  0.4571  -5.6181
C  1.4401  0.7582  -4.0607
C  2.8619  1.3897  -3.7434
C  2.8347  2.4131  -2.5220
C  3.6651  1.9129  -1.2774
C  3.5412  2.9014  -0.0310
C  2.3885  2.4123  0.9725
C  3.0340  1.7607  2.2540
C  2.0210  1.4746  3.4312
C  1.4426  -0.0250  3.4269
C  1.2353  -0.5680  1.9707
C  2.3004  -1.4405  1.4057
C  3.6037  -1.8279  2.1738
C  3.5013  -3.1681  3.0063
C  2.2636  -3.2600  3.9811
C  2.1089  -1.9336  0.0203
C  0.9185  -1.5688  -0.7690
C  -0.0976  -0.6844  -0.1754
C  0.0368  -0.1844  1.2231
C  -1.1069  0.7031  1.7575
O  -0.9661  1.4700  2.6954
C  -2.5064  0.6824  1.0839
C  -2.6064  0.2208  -0.3093
C  -3.8666  0.1725  -1.0394
C  -5.0828  0.6159  -0.3657
Cl  -6.6054  0.5736  -1.3244
C  -5.0365  1.0669  1.0250
O  -6.2305  1.4507  1.6068
C  -3.7480  1.0943  1.7469
O  -3.7509  1.5064  3.0730
C  -3.7415  0.4067  4.0268
C  -4.0581  -1.0112  3.4372
C  -4.2033  -2.1106  4.5925
C  -4.0630  -3.5152  3.8443
C  -1.3326  -0.2661  -1.0289
O  -1.2737  -0.3308  -2.2428
H  -1.3778  1.3907  -8.6950
H  -2.4191  -0.0811  -8.6365
H  -0.6727  -0.2749  -9.0215
H  -2.1135  0.3383  -6.3151
H  -0.8637  -0.9604  -6.6217
H  0.2467  1.8206  -7.0508
H  -0.5813  1.7981  -5.4551
H  2.1172  0.7608  -6.2244
H  1.1061  -0.6529  -5.7211
H  1.4268  -0.2464  -3.5420
H  0.5846  1.3519  -3.6391
H  3.6096  0.5757  -3.5301
H  3.1695  1.9679  -4.6589
H  1.7846  2.7122  -2.2335
H  3.3512  3.3464  -2.8936
H  3.3489  0.8891  -0.9177
H  4.7455  1.8307  -1.5732
H  4.5081  2.9122  0.5558
H  3.3112  3.9524  -0.3712
H  1.7229  1.7298  0.3877
H  1.8734  3.3597  1.3085
H  3.6169  0.8625  1.9152
H  3.7966  2.4959  2.6476
H  1.2146  2.2478  3.4540
H  2.6180  1.5495  4.3896
H  2.1496  -0.6327  4.0393
H  0.4320  -0.0685  3.9237
H  3.8873  -0.9826  2.8554
H  4.3965  -1.9856  1.3853
H  4.4262  -3.2059  3.6579
H  3.5639  -4.0755  2.3471
H  1.3087  -2.8532  3.5647
H  2.5333  -2.6579  4.9012
H  2.1469  -4.3178  4.3551
H  2.8891  -2.5843  -0.4476
H  0.7311  -1.9235  -1.8072
H  -3.9255  -0.1932  -2.0945
H  -5.9755  1.7671  2.5011
H  -2.7935  0.4401  4.6402
H  -4.5700  0.6322  4.7669
H  -3.2431  -1.4112  2.7664
H  -5.0606  -1.0141  2.9156
H  -3.3264  -2.0462  5.2899
H  -5.1957  -2.0435  5.1101
H  -2.9751  -3.7601  3.6607
H  -4.4799  -4.3660  4.4419
H  -4.5891  -3.5064  2.8462

Atoms 1-6, force components in eV/Å:
C -0.35 -0.41 -0.22
C -0.55 0.76 -0.02
C 0.23 -0.22 -0.44
C -0.57 0.04 0.57
C 0.77 -1.02 -0.23
C -0.95 0.68 0.16

Per-atom Löwdin charges, elementary charge units: -0.141, -0.254, -0.204, -0.190, -0.197, -0.197, -0.207, -0.217, -0.196, -0.192, -0.207, -0.161, -0.136, -0.095, -0.140, -0.170, -0.234, -0.119, 0.004, 0.005, -0.045, -0.017, -0.235, 0.094, 0.021, -0.059, -0.013, -0.498, 0.630, -0.210, 0.038, -0.154, -0.081, -0.162, -0.188, -0.231, -0.133, -0.281, 0.075, 0.070, 0.067, 0.071, 0.099, 0.100, 0.095, 0.104, 0.099, 0.094, 0.088, 0.094, 0.110, 0.098, 0.112, 0.107, 0.101, 0.106, 0.101, 0.106, 0.095, 0.115, 0.095, 0.112, 0.099, 0.108, 0.081, 0.114, 0.102, 0.120, 0.109, 0.105, 0.066, 0.075, 0.077, 0.111, 0.107, 0.122, 0.122, 0.131, 0.133, 0.118, 0.129, 0.106, 0.108, 0.076, 0.066, 0.076

---

Question: The highest E belongs to which entry?
Answer: C34H47ClO4

---

Question: The highest E belongs to which entry?
Answer: C34H47ClO4

---

Question: Which formula does entry 3 have?
Answer: C34H47ClO4